A molecular structure, C26H21Br2CrN7, computed with wB97M-V/def2-TZVPD.

Results
**Charge**: +2
**<S²>**: 6.01
**Spin multiplicity**: 5
**HOMO-LUMO gap (alpha / beta)**: 8.130 / 8.264 eV
**DFT total energy**: -206231.0374 eV
**E_HOMO (alpha / beta)**: -13.89 / -14.19 eV

Each line ends with the Mulliken charge.
Geometry (Å):
Cr: -0.0212 0.0328 -0.2882  0.557
C: -1.2568 -0.1801 2.4259  -0.871
N: 0.1091 -0.1447 1.8529  -0.464
C: 1.0326 0.8751 2.3986  -0.815
C: 2.0428 1.1787 1.3317  -0.084
N: 1.8480 0.8450 0.0717  0.554
C: 2.9662 1.3189 -0.6306  0.285
C: 3.2925 1.2535 -1.9838  -0.059
C: 4.4886 1.8169 -2.3746  -0.858
C: 5.3488 2.4331 -1.4497  -0.438
C: 5.0357 2.5059 -0.1092  -1.158
C: 3.8260 1.9374 0.2717  0.442
N: 3.2022 1.8249 1.5130  -0.016
C: -2.1436 -0.8282 1.4032  -0.081
N: -1.7908 -0.9007 0.1340  0.627
C: -2.8459 -1.5488 -0.5255  0.248
C: -3.0126 -1.9006 -1.8635  -0.226
C: -4.1798 -2.5513 -2.2044  -0.842
C: -5.1646 -2.8504 -1.2469  -0.452
C: -5.0103 -2.5074 0.0792  -1.177
C: -3.8311 -1.8506 0.4108  0.527
N: -3.3435 -1.3763 1.6280  -0.027
H: -1.5853 0.8430 2.6122  0.302
H: -1.2971 -0.7156 3.3751  0.523
H: 0.5328 -1.0577 2.0019  0.329
H: 1.5191 0.5439 3.3165  0.523
H: 0.4636 1.7731 2.6407  0.271
H: 2.6351 0.7808 -2.7001  0.287
H: 4.7772 1.7855 -3.4165  0.445
H: 6.2786 2.8610 -1.7989  0.411
H: 5.6985 2.9815 0.6021  0.416
H: 3.5574 2.1774 2.3877  0.243
H: -2.2577 -1.6801 -2.6061  0.308
H: -4.3436 -2.8433 -3.2330  0.449
H: -6.0640 -3.3636 -1.5592  0.410
H: -5.7686 -2.7388 0.8163  0.423
H: -3.8197 -1.4260 2.5150  0.245
Br: -0.2910 0.5574 -6.9328  -0.068
C: -0.2416 0.3690 -5.0824  -0.479
C: 0.4021 -0.7160 -4.5042  -0.357
C: 0.4245 -0.7903 -3.1304  -1.349
N: -0.1525 0.1215 -2.3321  1.142
C: -0.8006 1.1555 -2.8960  0.615
C: -0.8482 1.3140 -4.2700  -0.492
C: -1.4584 2.1319 -1.9725  0.781
C: -2.4755 2.9586 -2.4184  -0.837
C: -3.0323 3.8654 -1.5315  -0.140
Br: -4.4067 4.9950 -2.0929  -0.079
C: -2.5595 3.9291 -0.2335  -1.027
C: -1.5561 3.0476 0.1266  -0.101
N: -1.0141 2.1579 -0.7060  0.294
H: 0.8795 -1.4759 -5.1066  0.564
H: 0.9262 -1.6150 -2.6379  0.428
H: -1.3362 2.1717 -4.7087  0.546
H: -2.8525 2.8977 -3.4295  0.463
H: -2.9610 4.6370 0.4778  0.457
H: -1.1574 3.0727 1.1356  0.378

=====

A molecular structure, C5H7NO, computed with wB97M-V/def2-TZVPD.

Results
**Energy above the lowest of the compared OMol25 structures with the same formula, charge and spin**: 56.6 kcal/mol
**HOMO-LUMO gap**: 9.551 eV
**DFT total energy**: -8833.7498 eV
**E_HOMO**: -8.83 eV

Each line ends with the Mulliken charge.
Geometry (Å):
O: -1.2485 -2.2905 1.5291  -0.473
C: -0.7990 -1.1722 0.8946  -0.138
C: 0.1812 -1.2233 -0.0024  -0.457
C: 0.7400 -0.0340 -0.7177  0.185
C: -0.1198 1.2480 -0.9185  -0.607
C: 1.0106 1.8369 -0.1265  -0.030
N: 1.7262 0.7919 0.0650  -0.583
H: -1.9546 -2.0555 2.1400  0.336
H: -1.2931 -0.2409 1.1694  0.206
H: 0.6316 -2.1923 -0.2009  0.298
H: 1.2101 -0.3628 -1.6496  0.413
H: -1.1043 1.2539 -0.4422  0.222
H: -0.2251 1.5928 -1.9526  0.251
H: 1.2449 2.8480 0.2124  0.377

=====

A molecular structure, C7H17ClNOPS, computed with wB97M-V/def2-TZVPD.

Results
**Energy above the lowest of the compared OMol25 structures with the same formula, charge and spin**: 61.5 kcal/mol
**HOMO-LUMO gap**: 7.021 eV
**DFT total energy**: -43716.1451 eV
**E_HOMO**: -6.98 eV

Each line ends with the Mulliken charge.
Geometry (Å):
C: 0.3370 0.7364 2.0398  -1.375
C: -1.1700 -1.8597 -0.8633  -1.097
C: -0.4515 -2.9752 1.2436  -1.591
C: 1.1404 3.5846 -1.7831  -0.730
C: -0.9326 0.8366 1.0957  -0.163
C: 1.2187 4.9569 -1.1446  -0.427
C: -0.6196 -1.6814 0.4523  0.416
N: -1.5585 -0.5798 1.1490  -0.291
O: 2.7714 1.6618 -0.5472  -0.610
P: 1.6675 2.6048 -0.2295  0.376
S: -0.5507 1.3251 -0.5471  -0.409
Cl: 2.7618 5.1866 -0.4243  -0.184
H: 0.3040 1.6668 2.6721  0.325
H: 0.2700 -0.0466 2.7094  0.489
H: 1.1594 0.8383 1.4032  0.304
H: -0.6014 -2.3752 -1.6552  0.347
H: -2.1160 -2.3356 -0.7546  0.401
H: -1.2998 -0.7860 -1.0761  0.269
H: 0.0547 -2.7930 2.1827  0.361
H: -0.0348 -3.6988 0.6234  0.467
H: -1.3779 -3.4876 1.4763  0.375
H: 1.9873 3.3389 -2.6528  0.253
H: 0.1983 3.3611 -2.2099  0.428
H: -1.6267 1.5047 1.4007  0.515
H: -1.4973 -0.7243 2.1507  0.337
H: 0.4817 4.8198 -0.2774  0.255
H: 0.8991 5.7356 -1.8079  0.350
H: 0.2948 -1.1443 0.4560  0.234
H: -2.4805 -0.7167 0.8131  0.375

=====

3 unconnected molecules or ions with the total composition C62H57Cl2IO10, computed with wB97M-V/def2-TZVPD.

Results
**HOMO-LUMO gap**: 8.329 eV
**DFT total energy**: -118842.1520 eV
**Structure (SMILES)**: CCCCCCCCc1c(CCC(=O)O)cc2c(c1CCCCl)C(=O)c1c(cc(CCCI)c(COC(C)=O)c1Cl)C2=O.O=C1c2ccccc2C(=O)c2ccccc21.O=C1c2ccccc2C(=O)c2ccccc21
**E_HOMO**: -9.45 eV

Each line ends with the Mulliken charge.
Geometry (Å):
C: -5.0646 0.6393 -6.0120  -1.257
C: -3.7095 0.3705 -5.3215  -0.363
C: -3.6345 -1.0607 -4.8050  -0.512
C: -2.4201 -1.3462 -3.9214  -0.603
C: -2.0002 -2.8156 -3.9572  -1.022
C: -1.1368 -3.2621 -2.7606  -0.502
C: -1.7737 -4.4143 -1.9902  -0.733
C: -0.8572 -4.9488 -0.8698  -0.930
C: -1.0565 -4.2329 0.4485  0.456
C: -2.2777 -4.3320 1.1344  1.327
C: -3.4586 -5.1786 0.6968  -1.311
C: -3.1605 -6.6532 0.3936  -0.569
C: -4.3566 -7.5384 0.6532  0.578
O: -5.4093 -7.1663 1.0751  -0.510
O: -4.1435 -8.8652 0.3933  -0.500
C: -2.4757 -3.5940 2.2975  -0.973
C: -1.4797 -2.7687 2.7798  0.177
C: -0.2525 -2.6856 2.1209  0.515
C: -0.0188 -3.4208 0.9571  0.171
C: 1.3081 -3.3212 0.2435  -1.106
C: 2.1479 -4.6093 0.3634  -0.823
C: 3.0193 -4.8668 -0.8518  -0.522
Cl: 4.6018 -4.0318 -0.7267  -0.221
C: 0.7627 -1.7733 2.7384  -0.757
O: 1.9283 -2.0604 2.8523  -0.528
C: 0.1837 -0.4962 3.2797  0.488
C: -1.0511 -0.5907 3.9224  0.478
C: -1.6627 0.5295 4.4452  -0.930
C: -1.0719 1.7823 4.3119  0.847
C: -1.8736 2.9685 4.8031  -1.335
C: -3.0299 3.3257 3.8287  -0.631
C: -2.6528 3.2162 2.3629  -0.967
I: -4.3115 3.8366 1.1396  0.023
C: 0.1727 1.9051 3.6821  0.110
C: 0.8451 3.2470 3.5262  -1.538
O: 0.9509 3.9741 4.7630  -0.393
C: 1.6322 3.3042 5.7336  0.966
C: 1.1496 3.6038 7.1264  -1.092
O: 2.5460 2.5692 5.4797  -0.516
C: 0.7876 0.7524 3.1654  1.059
Cl: 2.3050 0.8671 2.3450  -0.284
C: -1.6962 -1.9364 3.9943  -0.452
O: -2.3416 -2.3013 4.9477  -0.577
H: -5.7509 1.1837 -5.3633  0.384
H: -4.9498 1.2035 -6.9358  0.242
H: -5.5496 -0.3048 -6.2651  0.338
H: -3.5925 1.0929 -4.5115  0.477
H: -2.9319 0.5512 -6.0646  0.262
H: -3.6246 -1.7220 -5.6764  0.072
H: -4.5559 -1.2647 -4.2515  0.299
H: -2.6331 -1.0367 -2.8939  0.415
H: -1.5931 -0.7144 -4.2591  0.292
H: -2.8983 -3.4390 -4.0088  0.435
H: -1.4698 -2.9814 -4.8976  0.387
H: -0.9863 -2.4073 -2.0957  0.332
H: -0.1514 -3.5619 -3.1270  0.250
H: -1.9919 -5.2177 -2.6987  0.293
H: -2.7215 -4.0605 -1.5848  0.275
H: -0.9925 -6.0225 -0.7479  0.591
H: 0.1579 -4.8085 -1.2247  0.156
H: -4.1753 -5.1745 1.5153  0.487
H: -3.9791 -4.7237 -0.1462  0.447
H: -2.3015 -6.9891 0.9751  0.390
H: -2.9080 -6.7713 -0.6645  0.235
H: -3.6663 -8.9675 -0.4380  0.342
H: -3.4108 -3.6527 2.8382  0.587
H: 1.1192 -3.0848 -0.8052  0.325
H: 1.9051 -2.5143 0.6539  0.682
H: 2.7520 -4.5569 1.2673  0.542
H: 1.4816 -5.4675 0.4808  0.313
H: 3.2371 -5.9203 -1.0034  0.420
H: 2.5588 -4.4890 -1.7631  0.203
H: -2.6265 0.4449 4.9309  0.547
H: -2.3559 2.6519 5.7291  0.508
H: -1.2561 3.8338 5.0134  0.360
H: -3.3349 4.3531 4.0231  0.526
H: -3.8720 2.6665 4.0367  0.396
H: -2.4452 2.2023 2.0401  0.394
H: -1.8405 3.8845 2.0947  0.348
H: 0.2584 3.8789 2.8602  0.233
H: 1.8341 3.1509 3.0954  0.604
H: 1.0814 2.6556 7.6503  0.303
H: 0.1979 4.1263 7.0805  0.314
H: 1.8749 4.2759 7.5817  0.312
O: 8.2548 6.3762 6.6092  -0.657
C: 7.6338 6.5016 7.6429  0.527
C: 7.9784 7.5728 8.6217  0.180
C: 9.0144 8.4494 8.3246  -0.563
C: 9.3302 9.4694 9.2057  -0.472
C: 8.6119 9.6195 10.3873  -0.471
C: 7.5868 8.7413 10.6942  -0.574
C: 7.2689 7.7129 9.8159  0.225
C: 6.1722 6.7684 10.1738  0.550
O: 5.5886 6.8605 11.2331  -0.660
C: 5.8139 5.7116 9.1861  0.244
C: 4.7731 4.8396 9.4799  -0.622
C: 4.4076 3.8674 8.5640  -0.682
C: 5.0774 3.7590 7.3490  -0.611
C: 6.1227 4.6195 7.0577  -0.704
C: 6.4973 5.5951 7.9739  0.303
H: 9.5631 8.3254 7.4013  0.474
H: 10.1357 10.1528 8.9716  0.398
H: 8.8548 10.4232 11.0699  0.398
H: 7.0253 8.8449 11.6123  0.472
H: 4.2560 4.9337 10.4250  0.478
H: 3.5976 3.1894 8.7963  0.675
H: 4.7789 3.0044 6.6338  0.573
H: 6.6539 4.5436 6.1191  0.488
O: -3.0798 -0.9804 -8.6292  -0.610
C: -2.7157 -1.2675 -9.7501  0.372
C: -2.3809 -2.6740 -10.1118  -0.007
C: -2.5135 -3.6679 -9.1499  -0.324
C: -2.2362 -4.9846 -9.4749  -0.663
C: -1.8260 -5.3151 -10.7623  -0.409
C: -1.6802 -4.3270 -11.7209  -0.685
C: -1.9525 -3.0033 -11.3990  0.455
C: -1.7729 -1.9526 -12.4421  0.525
O: -1.3534 -2.2318 -13.5446  -0.673
C: -2.1296 -0.5496 -12.0857  0.326
C: -2.0050 0.4437 -13.0489  -0.649
C: -2.3552 1.7481 -12.7449  -0.462
C: -2.8320 2.0669 -11.4778  -0.573
C: -2.9484 1.0830 -10.5110  -0.417
C: -2.5948 -0.2270 -10.8092  0.082
H: -2.8374 -3.3999 -8.1535  0.600
H: -2.3427 -5.7581 -8.7259  0.423
H: -1.6189 -6.3462 -11.0163  0.390
H: -1.3568 -4.5715 -12.7232  0.475
H: -1.6365 0.1839 -14.0315  0.478
H: -2.2599 2.5201 -13.4969  0.392
H: -3.1117 3.0859 -11.2454  0.419
H: -3.3146 1.3203 -9.5216  0.510

=====

2 unconnected molecules or ions with the total composition C12H17N, computed with wB97M-V/def2-TZVPD.

Results
**Energy above the lowest of the compared OMol25 structures with the same formula, charge and spin**: 12.8 kcal/mol
**Charge**: +1
**<S²>**: 0.77
**Spin multiplicity**: 2
**HOMO-LUMO gap (alpha / beta)**: 9.209 / 6.784 eV
**DFT total energy**: -14202.2287 eV
**E_HOMO (alpha / beta)**: -12.79 / -13.50 eV

Each line ends with the Mulliken charge.
Geometry (Å):
C: 3.1509 0.9438 -0.7315  -0.367
C: 2.0597 1.7488 -1.4434  -0.848
C: 2.7017 -0.4636 -0.3880  -0.792
H: 4.0134 0.9579 -1.3730  0.301
H: 3.5170 1.5518 0.1031  0.322
H: 1.2876 2.0657 -0.7515  0.072
H: 2.0579 -0.8395 -1.1892  0.083
H: 3.5193 -1.1949 -0.4220  0.388
H: 1.6284 1.2312 -2.3054  0.244
H: 2.5018 2.6430 -1.8977  0.426
H: 2.2205 -0.6189 0.5746  0.218
C: -0.9324 -2.4235 -1.6707  -1.457
C: -0.9788 -0.7052 0.3194  0.255
C: -0.8772 -1.0935 -1.0550  0.882
C: -0.8744 0.6953 0.3629  0.426
C: -0.9880 0.1231 -1.7673  -0.647
C: -0.9622 -1.4492 1.4901  -0.264
C: -1.0484 1.3863 1.5163  -0.834
C: -1.0769 -0.7546 2.7045  -0.840
C: -1.1379 0.6201 2.7121  -0.239
N: -0.9952 1.1699 -0.9678  0.227
H: -0.8223 -2.5187 1.4785  0.405
H: -0.7752 -3.2387 -0.9733  0.368
H: -0.2823 -2.5517 -2.5353  0.383
H: -1.1509 0.2865 -2.8211  0.466
H: -1.0772 2.1165 -1.3043  0.241
H: -1.1367 2.4522 1.6771  0.472
H: -0.7572 -1.3387 3.5562  0.360
H: -1.0845 1.1696 3.6424  0.383
H: -1.9355 -2.5930 -2.0805  0.368

=====

2 unconnected molecules or ions with the total composition C3H7NO2, computed with wB97M-V/def2-TZVPD.

Results
**Energy above the lowest of the compared OMol25 structures with the same formula, charge and spin**: 51.2 kcal/mol
**HOMO-LUMO gap**: 10.635 eV
**DFT total energy**: -8808.3082 eV
**Structure (SMILES)**: CC=O.NC=O
**E_HOMO**: -9.63 eV

Each line ends with the Mulliken charge.
Geometry (Å):
C: 0.6200 1.4871 0.8133  -0.684
C: 1.3964 0.3000 0.4572  0.022
O: 1.4201 -0.7198 1.1163  -0.559
H: -0.1334 1.3719 1.5996  0.285
H: 0.3252 2.1692 0.0072  0.284
H: 1.6292 1.7020 1.2799  0.261
H: 2.0837 0.4935 -0.3858  0.372
N: -1.7062 -1.6258 -0.9182  -0.371
C: -0.8388 -0.6295 -0.6388  0.250
O: -0.7743 0.3690 -1.3471  -0.590
H: -1.6289 -2.5129 -0.4544  0.214
H: -2.2145 -1.5660 -1.7886  0.249
H: -0.1784 -0.8386 0.2594  0.266